Formula: C4H6O3S
Source: the Open Molecules 2025 dataset
Level of theory: the ωB97M-V functional and the def2-TZVPD basis

Positions of all 14 atoms, in Å:
C1 -2.275 -0.380 -0.660
C2 -1.015 0.132 -0.050
O1 -0.844 1.262 0.361
O2 -0.062 -0.803 0.000
C3 1.132 -0.525 0.765
C4 2.153 0.317 -0.006
O3 1.749 1.534 -0.331
S1 3.637 -0.237 -0.348
H1 -2.060 -0.799 -1.635
H2 -2.976 0.462 -0.785
H3 -2.680 -1.189 -0.017
H4 0.858 0.029 1.699
H5 1.554 -1.482 1.017
H6 0.828 1.678 -0.009

Computed properties:
- Kohn-Sham gap: 9.134 eV
- E_HOMO: -8.814 eV
- Energy above the lowest of the compared OMol25 structures with the same formula, charge and spin: 0.0 kJ/mol
- LUMO level: 0.319 eV
- Calculated total energy: -779.93028 Eh
- SMILES: CC(=O)OCC(O)=S
- Total charge: 0


Formula: C4H6O3Y
Source: the Open Molecules 2025 dataset
Level of theory: the ωB97M-V functional and the def2-TZVPD basis

Positions of all 14 atoms, in Å:
O1 1.226 0.739 -0.912
C1 0.498 -0.167 -1.625
O2 0.387 0.075 -2.827
C2 1.543 0.326 0.473
H1 2.646 0.351 0.521
C3 1.012 1.397 1.411
H2 1.287 2.425 1.107
H3 -0.088 1.374 1.499
H4 1.412 1.229 2.424
Y1 0.526 -1.877 0.242
O3 -1.638 -0.886 -0.178
C4 -2.640 -1.563 -0.493
H5 -2.538 -2.321 -1.294
H6 -3.633 -1.103 -0.348

Computed properties:
- Kohn-Sham gap (spin up / spin down): 4.504 / 6.103 eV
- E_HOMO (spin up / spin down): -5.991 / -7.431 eV
- Spin multiplicity: 2
- Energy above the lowest of the compared OMol25 structures with the same formula, charge and spin: 222.1 kJ/mol
- Expectation value of S²: 0.765
- LUMO level (spin up / spin down): -1.487 / -1.328 eV
- Calculated total energy: -419.86075 Eh
- Total charge: 0


Formula: C4H6O3Yb
Source: the Open Molecules 2025 dataset
Level of theory: the ωB97M-V functional and the def2-TZVPD basis

Positions of all 14 atoms, in Å:
H1 1.696 0.689 -1.949
O1 0.550 0.930 -0.135
C1 -0.373 -0.073 0.117
O2 -0.016 -1.165 0.503
Yb1 0.114 -3.421 1.071
O3 -1.523 0.382 -0.120
C2 -2.702 -0.288 0.405
H2 -2.841 -1.227 -0.141
H3 -2.559 -0.462 1.477
H4 -3.522 0.408 0.220
C3 1.619 0.684 -0.814
C4 2.858 1.166 -0.373
H5 2.947 1.507 0.661
H6 3.752 0.869 -0.922

Computed properties:
- Kohn-Sham gap (spin up / spin down): 9.955 / 7.921 eV
- E_HOMO (spin up / spin down): -23.348 / -23.358 eV
- Spin multiplicity: 2
- Energy above the lowest of the compared OMol25 structures with the same formula, charge and spin: 0.0 kJ/mol
- Expectation value of S²: 0.753
- LUMO level (spin up / spin down): -13.393 / -15.437 eV
- Calculated total energy: -1539.14737 Eh
- Total charge: +3


Formula: C4H6O4
Source: the Open Molecules 2025 dataset
Level of theory: the ωB97M-V functional and the def2-TZVPD basis

Positions of all 14 atoms, in Å:
C1 0.141 -0.827 -1.836
C2 0.837 0.448 -2.268
O1 2.066 0.427 -2.530
O2 0.086 1.447 -2.472
H1 0.470 -1.199 -0.865
H2 0.168 -1.618 -2.599
H3 -0.933 -0.739 -1.600
C3 -0.401 0.587 1.396
C4 -0.403 -0.027 2.815
O3 0.128 0.680 3.717
O4 -0.880 -1.185 2.996
H4 -1.459 0.743 1.162
H5 -0.079 -0.182 0.705
H6 0.259 1.446 1.378

Computed properties:
- Kohn-Sham gap: 7.846 eV
- E_HOMO: -1.146 eV
- Energy above the lowest of the compared OMol25 structures with the same formula, charge and spin: 59.0 kJ/mol
- LUMO level: 6.699 eV
- Calculated total energy: -457.00074 Eh
- Total charge: -2


Formula: C4H6O7Tl
Source: the Open Molecules 2025 dataset
Level of theory: the ωB97M-V functional and the def2-TZVPD basis

Positions of all 18 atoms, in Å:
O1 -2.392 2.612 -0.883
C1 -1.661 2.276 0.097
O2 -1.671 2.983 1.152
O3 -0.970 1.171 0.006
O4 1.197 -0.667 -0.183
C2 1.407 -1.936 -0.781
O5 1.613 -2.898 0.008
O6 2.456 -1.639 -1.674
C3 0.291 -0.654 0.892
C4 -0.180 0.755 1.136
Tl1 -2.920 4.125 0.211
H1 2.865 -2.483 -1.892
H2 0.799 -1.032 1.793
H3 -0.590 -1.296 0.733
H4 0.667 1.444 1.241
H5 -0.801 0.787 2.039
O7 0.035 -2.199 -1.740
H6 -0.145 -1.350 -2.156

Computed properties:
- Kohn-Sham gap (spin up / spin down): 7.039 / 5.064 eV
- E_HOMO (spin up / spin down): -13.393 / -13.633 eV
- Energy above the lowest of the compared OMol25 structures with the same formula, charge and spin: 741.5 kJ/mol
- LUMO level (spin up / spin down): -6.354 / -8.570 eV
- Calculated total energy: -854.69339 Eh
- Total charge: +1


Formula: C4H6OS
Source: the Open Molecules 2025 dataset
Level of theory: the ωB97M-V functional and the def2-TZVPD basis

Positions of all 12 atoms, in Å:
C1 -1.838 -1.301 -1.064
C2 -0.685 -0.341 -1.564
O1 -0.962 0.995 -1.194
C3 0.268 0.289 -0.618
C4 0.336 0.034 0.799
S1 1.591 0.271 1.846
H1 -2.139 -0.893 -0.128
H2 -2.688 -1.441 -1.749
H3 -1.407 -2.287 -0.835
H4 -0.485 -0.386 -2.692
H5 1.168 0.663 -1.090
H6 -0.691 -0.051 1.179

Computed properties:
- Kohn-Sham gap: 8.239 eV
- E_HOMO: -9.149 eV
- Energy above the lowest of the compared OMol25 structures with the same formula, charge and spin: 255.7 kJ/mol
- LUMO level: -0.909 eV
- Calculated total energy: -629.34978 Eh
- SMILES: C[C@H]1O[C@H]1C=S
- Total charge: 0


Formula: C4H6OS
Source: the Open Molecules 2025 dataset
Level of theory: the ωB97M-V functional and the def2-TZVPD basis

Positions of all 12 atoms, in Å:
C1 -0.553 0.242 -0.213
C2 0.684 0.145 0.177
C3 -1.991 -0.232 -0.293
C4 1.749 -0.469 0.930
O1 0.914 1.561 -2.308
S1 0.456 1.601 -0.942
H1 -2.272 -0.586 -1.277
H2 -2.603 0.615 -0.028
H3 -2.295 -0.934 0.449
H4 2.322 -0.974 0.278
H5 1.378 -1.135 1.621
H6 2.212 0.166 1.607

Computed properties:
- Kohn-Sham gap: 9.834 eV
- E_HOMO: -9.062 eV
- Energy above the lowest of the compared OMol25 structures with the same formula, charge and spin: 298.4 kJ/mol
- LUMO level: 0.772 eV
- Calculated total energy: -629.33350 Eh
- Total charge: 0


Formula: C4H6OS
Source: the Open Molecules 2025 dataset
Level of theory: the ωB97M-V functional and the def2-TZVPD basis

Positions of all 12 atoms, in Å:
C1 1.907 1.244 0.094
C2 1.606 -0.047 -0.507
O1 1.337 -1.119 0.500
C3 0.280 -0.753 -0.404
C4 -0.841 -0.228 0.446
S1 -2.269 0.287 -0.108
H1 1.100 1.658 0.767
H2 2.912 1.209 0.606
H3 2.059 2.110 -0.585
H4 2.378 -0.429 -1.303
H5 -0.017 -1.453 -1.114
H6 -0.538 -0.020 1.569

Computed properties:
- Kohn-Sham gap: 8.437 eV
- E_HOMO: -8.957 eV
- Energy above the lowest of the compared OMol25 structures with the same formula, charge and spin: 264.2 kJ/mol
- LUMO level: -0.520 eV
- Calculated total energy: -629.34654 Eh
- SMILES: C[C@H]1O[C@H]1C=S
- Total charge: 0


Question: The lowest total charge belongs to which entry?
Answer: C4H6O4